1.
Density functional theory data (the ωB97M-V functional and the def2-TZVPD basis) for C10H17Cl2NO5Ru as an isolated structure.

Structure (XYZ):
```
36
Properties=species:S:1:pos:R:3
C -0.725 0.752 -2.183
C -1.556 -0.399 -2.014
C -0.721 -1.531 -1.804
C -3.040 -0.392 -2.023
C 0.627 -1.117 -1.880
C 0.651 0.327 -2.077
C 1.837 1.126 -2.478
C -1.202 2.097 -2.582
C -1.207 -2.915 -1.559
C 1.811 -2.012 -1.886
Ru 0.119 0.465 0.083
Cl -2.040 0.195 0.788
Cl 0.097 2.670 0.381
O 1.898 -0.199 0.224
H -3.423 0.580 -1.694
H -3.444 -1.150 -1.340
H -3.430 -0.593 -3.030
H -2.009 -2.928 -0.805
H -0.393 -3.557 -1.197
H -1.604 -3.355 -2.488
H 1.699 -2.831 -1.163
H 2.721 -1.458 -1.632
H 1.949 -2.466 -2.880
H 2.731 0.728 -1.988
H 1.720 2.168 -2.174
H 2.000 1.090 -3.564
H -2.027 2.408 -1.929
H -1.573 2.109 -3.621
H -0.393 2.829 -2.503
H 1.994 -0.597 1.129
O 2.880 4.188 -0.090
H 3.837 4.200 0.105
O -0.076 1.093 3.970
N 0.046 -0.085 3.600
O -0.075 -1.095 4.326
O 0.327 -0.344 2.310
```

Properties
gap between HOMO and LUMO (alpha / beta) = 4.8 / 4.4 eV
HOMO (alpha / beta) = 0.2 / 0.2 eV
E_LUMO (alpha / beta) = 4.96 / 4.63 eV
charge = -2
multiplicity = 5
<S²> = 6.031

2.
Density functional theory data (the ωB97M-V functional and the def2-TZVPD basis) for C10H17Cl2NTi as an isolated structure.

Structure (XYZ):
```
31
Properties=species:S:1:pos:R:3
Ti -1.002 1.788 1.286
Cl -2.730 3.115 1.033
Cl 0.945 2.646 1.804
C 2.899 -0.427 -0.925
H 3.279 -0.951 -0.042
H 3.275 0.572 -1.128
C -1.060 0.851 -0.302
C 1.951 -0.938 -1.693
H -0.531 -0.098 -0.074
C 1.369 -0.227 -2.919
H 1.609 -1.970 -1.605
C 1.051 1.280 -2.785
H 2.157 -0.300 -3.692
H 0.489 -0.753 -3.329
C -0.418 1.750 -2.683
H 1.624 1.677 -1.941
H 1.450 1.785 -3.680
C -1.429 1.033 -1.731
H -0.405 2.793 -2.343
H -0.880 1.757 -3.685
H -2.278 1.752 -1.644
H -1.800 0.082 -2.171
C -1.133 -2.278 4.753
C -0.904 -2.176 3.223
C -1.178 -0.869 2.744
N -1.364 0.265 2.520
H -0.603 -1.465 5.267
H -0.767 -3.236 5.137
H -2.204 -2.195 4.967
H 0.139 -2.394 2.960
H -1.551 -2.872 2.679
```

Properties
gap between HOMO and LUMO (alpha / beta) = 7.1 / 7.1 eV
HOMO (alpha / beta) = -7.2 / -7.2 eV
E_LUMO (alpha / beta) = -0.16 / -0.16 eV
energy relative to the best compared isomer or geometry (same formula, charge and spin) = 3.2 kJ/mol

3.
Density functional theory data (the ωB97M-V functional and the def2-TZVPD basis) for C10H17ClFeNO9 as an isolated structure.

Structure (XYZ):
```
39
Properties=species:S:1:pos:R:3
Fe -10.766 -21.502 -27.677
Cl -13.853 -20.857 -29.689
O -14.244 -22.233 -29.573
O -13.240 -20.720 -30.975
O -14.961 -19.929 -29.558
O -12.967 -20.557 -28.628
O -8.924 -22.340 -27.099
C -8.634 -23.452 -27.960
C -9.668 -23.704 -29.093
O -10.667 -22.742 -29.518
H -8.658 -24.281 -27.253
H -7.597 -23.475 -28.297
H -10.240 -24.579 -28.784
H -9.133 -24.021 -29.988
O -10.620 -20.123 -25.959
C -10.719 -19.102 -24.939
C -9.538 -18.252 -24.365
O -8.263 -18.915 -24.252
H -11.290 -19.507 -24.103
H -11.337 -18.310 -25.361
H -9.726 -17.762 -23.410
H -9.433 -17.402 -25.040
N -12.249 -22.757 -26.574
C -12.481 -24.096 -26.795
C -13.553 -24.826 -26.220
C -14.351 -24.157 -25.252
C -14.293 -22.797 -25.099
C -13.255 -22.179 -25.808
H -11.774 -24.727 -27.312
H -13.676 -25.858 -26.513
H -15.174 -24.565 -24.684
H -14.984 -22.171 -24.554
H -13.104 -21.125 -25.627
C -10.256 -18.972 -29.464
O -9.674 -20.049 -28.750
H -11.014 -18.495 -28.843
H -9.573 -18.151 -29.683
H -10.745 -19.228 -30.404
H -8.972 -20.303 -29.354
```

Properties
gap between HOMO and LUMO (alpha / beta) = 3.3 / 3.3 eV
HOMO (alpha / beta) = 3.4 / 3.4 eV
E_LUMO (alpha / beta) = 6.71 / 6.71 eV
energy relative to the best compared isomer or geometry (same formula, charge and spin) = 155.3 kJ/mol
charge = -3
multiplicity = 5
<S²> = 6.018

4.
Density functional theory data (the ωB97M-V functional and the def2-TZVPD basis) for a 2-piece molecular cluster, C10H17F3O6 overall.

Structure (XYZ):
```
36
Properties=species:S:1:pos:R:3
C -3.555 5.057 -1.896
C -3.143 3.597 -1.959
O -4.181 2.814 -1.361
C -3.899 1.475 -1.217
O -3.711 1.118 0.164
C -2.458 1.272 0.613
O -1.915 2.299 0.865
O -1.890 0.044 0.805
C -0.500 0.040 0.666
O -0.243 0.458 -0.677
C 1.041 0.666 -1.014
F 1.700 -0.495 -1.175
F 1.714 1.364 -0.092
F 1.074 1.329 -2.163
H -3.173 5.534 -0.995
H -4.643 5.121 -1.870
H -3.191 5.599 -2.768
H -2.212 3.435 -1.410
H -2.998 3.278 -2.996
H -3.005 1.191 -1.785
H -4.750 0.883 -1.540
H -0.026 0.717 1.374
H -0.184 -0.991 0.806
C 3.346 -4.588 1.625
C 3.734 -3.633 0.498
C 3.089 -2.334 0.964
O 3.109 -2.367 2.392
C 3.450 -3.679 2.844
H 3.990 -5.463 1.699
H 2.318 -4.930 1.493
H 4.819 -3.522 0.454
H 3.383 -3.947 -0.484
H 2.049 -2.272 0.627
H 3.618 -1.444 0.624
H 4.470 -3.666 3.241
H 2.770 -3.960 3.649
```

Properties
SMILES = CCOCOC(=O)OCOC(F)(F)F.C1CCOC1
gap between HOMO and LUMO = 10.4 eV
HOMO = -9.6 eV
E_LUMO = 0.75 eV
energy relative to the best compared isomer or geometry (same formula, charge and spin) = 0.0 kJ/mol

5.
Density functional theory data (the ωB97M-V functional and the def2-TZVPD basis) for C10H17FeNO as an isolated structure.

Structure (XYZ):
```
30
Properties=species:S:1:pos:R:3
C -0.377 0.647 -2.717
C 1.019 0.779 -2.458
C 1.185 1.516 -1.251
C -0.108 1.925 -0.803
C -1.094 1.368 -1.698
Fe -0.127 -0.369 -0.746
N -1.688 -0.708 -0.495
C -0.036 -2.159 -1.149
C 1.297 -1.533 -1.196
H 2.137 1.776 -0.777
H 1.833 0.364 -3.051
H -0.317 2.639 -0.009
H -2.160 1.568 -1.657
H -0.834 0.177 -3.597
H 1.713 -1.608 -2.213
H -0.222 -2.912 -0.358
H -2.408 -1.394 -0.924
H 1.907 -1.901 -0.362
H -0.604 -2.400 -2.090
C -1.327 -0.192 2.374
C -0.002 0.401 1.962
C 0.996 0.481 3.097
O 0.638 -0.313 0.933
H -1.199 -1.221 2.722
H -2.033 -0.220 1.541
H -1.775 0.393 3.185
H -0.211 1.426 1.619
H 1.219 -0.526 3.457
H 1.933 0.900 2.731
H 0.646 1.096 3.930
```

Properties
gap between HOMO and LUMO (alpha / beta) = 3.6 / 3.8 eV
HOMO (alpha / beta) = 2.8 / 2.4 eV
E_LUMO (alpha / beta) = 6.35 / 6.26 eV
charge = -2
multiplicity = 5
<S²> = 6.079

6.
Density functional theory data (the ωB97M-V functional and the def2-TZVPD basis) for one molecule with the formula C10H17N3.

Structure (XYZ):
```
30
Properties=species:S:1:pos:R:3
C -1.640 1.221 -1.227
C -1.369 0.422 0.096
C -2.629 -0.433 0.224
C -1.444 1.416 1.315
N -0.148 -0.378 0.170
C -0.121 -1.806 -0.326
C 1.325 -2.210 -0.603
C 2.427 -1.718 0.429
C 2.257 -0.237 0.396
N 3.233 0.684 0.157
C 2.675 1.829 -0.147
N 1.286 1.694 -0.166
C 1.005 0.344 0.179
H -2.204 0.575 -1.808
H -2.267 2.068 -1.012
H -0.811 1.673 -1.821
H -2.372 -1.129 1.062
H -2.817 -1.016 -0.692
H -3.432 0.116 0.440
H -1.197 0.989 2.293
H -0.825 2.234 1.182
H -2.359 1.842 1.389
H -0.686 -1.855 -1.246
H -0.706 -2.433 0.420
H 1.728 -1.704 -1.489
H 1.478 -3.261 -0.723
H 3.512 -1.925 0.094
H 2.292 -2.126 1.440
H 3.174 2.797 -0.051
H 0.635 2.328 0.025
```

Properties
SMILES = CC(C)(C)N1CCCc2nc[nH]c21
gap between HOMO and LUMO = 7.7 eV
HOMO = -7.0 eV
E_LUMO = 0.70 eV
energy relative to the best compared isomer or geometry (same formula, charge and spin) = 62.0 kJ/mol

7.
Density functional theory data (the ωB97M-V functional and the def2-TZVPD basis) for one molecule with the formula C10H17N3O4.

Structure (XYZ):
```
34
Properties=species:S:1:pos:R:3
N -4.933 -0.047 -0.592
C -3.923 0.091 0.230
O -3.874 -0.549 1.302
C -2.848 1.006 -0.217
C -1.818 0.196 -1.016
C -1.036 -0.898 -0.272
N -1.131 -0.848 1.160
C 0.519 -0.796 -0.644
O 1.090 -1.692 -1.206
N 1.199 0.312 -0.330
C 0.752 1.368 0.502
C 1.624 2.589 0.203
C 2.968 1.843 -0.070
C 2.620 0.443 -0.663
C 3.227 -0.787 0.151
O 3.701 -1.760 -0.278
O 2.697 -0.700 1.391
H -5.213 0.711 -1.215
H -5.757 -0.579 -0.384
H -3.313 1.786 -0.796
H -2.378 1.457 0.677
H -1.141 0.830 -1.615
H -2.389 -0.237 -1.890
H -1.385 -1.857 -0.646
H -0.311 -1.323 1.558
H -2.007 -1.319 1.449
H -0.260 1.583 0.269
H 0.812 1.059 1.523
H 1.342 3.149 -0.731
H 1.629 3.288 1.048
H 3.578 2.366 -0.787
H 3.646 1.629 0.852
H 2.867 0.338 -1.758
H 2.913 -1.535 1.880
```

Properties
SMILES = NC(=O)CC[C@H](N)C(=O)N1CCC[C@H]1C(=O)O
gap between HOMO and LUMO = 9.6 eV
HOMO = -9.1 eV
E_LUMO = 0.57 eV
energy relative to the best compared isomer or geometry (same formula, charge and spin) = 172.1 kJ/mol

8.
Density functional theory data (the ωB97M-V functional and the def2-TZVPD basis) for one molecule with the formula C10H17N3O6.

Structure (XYZ):
```
36
Properties=species:S:1:pos:R:3
N -1.067 -1.900 0.347
C -0.773 -2.238 1.670
O -0.706 -3.366 2.065
C -0.316 -1.034 2.579
C 1.201 -1.034 2.854
C 1.969 -0.658 1.564
N 3.405 -0.545 1.824
C 1.517 0.593 0.824
O 1.741 1.671 1.333
N 0.759 0.448 -0.257
C 0.114 1.609 -0.890
C 0.293 1.520 -2.398
C -0.341 0.296 -3.058
C -1.813 0.017 -2.767
O -2.146 -0.724 -1.859
O -2.646 0.837 -3.452
C -1.326 1.823 -0.520
O -2.098 2.290 -1.323
O -1.731 1.338 0.721
H -1.707 -2.549 -0.118
H -1.406 -0.921 0.243
H -0.764 -1.111 3.568
H -0.644 -0.088 2.120
H 1.530 -0.288 3.610
H 1.549 -2.012 3.109
H 1.762 -1.490 0.880
H 3.909 -0.438 0.936
H 3.505 0.354 2.328
H 0.622 -0.489 -0.642
H 0.694 2.447 -0.501
H -0.112 2.451 -2.783
H 1.361 1.587 -2.632
H -0.217 0.294 -4.147
H 0.127 -0.584 -2.662
H -3.525 0.443 -3.352
H -2.722 1.449 0.788
```

Properties
SMILES = NC(=O)CC[C@H](N)C(=O)N[C@@H](CCC(=O)O)C(=O)O
gap between HOMO and LUMO = 9.7 eV
HOMO = -9.4 eV
E_LUMO = 0.35 eV
energy relative to the best compared isomer or geometry (same formula, charge and spin) = 53.8 kJ/mol

9.
Density functional theory data (the ωB97M-V functional and the def2-TZVPD basis) for an isolated ion of composition C10H17N4 and charge +1.

Structure (XYZ):
```
31
Properties=species:S:1:pos:R:3
C 0.915 1.997 -0.098
C 1.889 1.121 0.063
C -0.951 -0.706 1.279
C -0.508 0.515 -1.307
C 1.060 -1.221 0.144
C -1.757 -0.358 -1.083
C -1.730 -1.657 -1.770
C -1.454 2.112 0.345
C 2.565 -0.424 -1.589
C 1.102 -0.899 2.531
N -0.325 1.510 -0.457
N 1.765 -0.291 -0.359
N 0.318 -0.882 1.293
N -1.830 -0.630 0.321
H 1.023 2.982 0.285
H 2.805 1.468 0.629
H -1.359 -1.050 2.270
H -2.540 0.155 -1.441
H -0.848 -2.179 -1.396
H -1.632 -1.511 -2.864
H -2.713 -2.167 -1.675
H -1.430 1.898 1.427
H -1.223 3.189 0.198
H -2.475 1.970 -0.160
H 2.638 -1.498 -1.939
H 1.847 -0.112 -2.455
H 3.425 0.261 -1.435
H 1.907 -1.696 2.526
H 1.757 -0.008 2.604
H 0.556 -1.000 3.497
H -2.797 -0.887 0.613
```

Properties
gap between HOMO and LUMO = 8.1 eV
HOMO = -11.5 eV
E_LUMO = -3.37 eV
energy relative to the best compared isomer or geometry (same formula, charge and spin) = 518.6 kJ/mol
charge = +1

10.
Density functional theory data (the ωB97M-V functional and the def2-TZVPD basis) for one molecule with the formula C10H17NO3S.

Structure (XYZ):
```
32
Properties=species:S:1:pos:R:3
C 0.541 0.243 -0.450
C -0.393 -0.405 0.130
C 1.755 0.499 0.331
C 0.396 2.529 -1.390
C 1.576 0.732 -2.869
C -2.479 -0.448 1.393
C -2.276 -1.507 -1.033
C 1.185 -1.899 2.373
C 0.484 0.975 -1.762
C -1.598 -1.167 0.339
N 0.366 -0.713 2.273
O 2.855 0.809 0.033
O 0.343 1.820 1.976
O 2.417 0.722 2.938
S 1.225 0.690 2.121
H 0.476 3.152 -2.295
H 1.111 2.840 -0.674
H -0.511 2.791 -0.879
H 2.524 0.371 -2.452
H 1.760 1.637 -3.376
H 1.398 -0.023 -3.644
H -3.339 -1.165 1.750
H -2.743 0.460 1.030
H -1.880 -0.290 2.199
H -3.131 -0.852 -1.311
H -2.764 -2.497 -0.840
H -1.516 -1.828 -1.718
H 0.483 -2.710 2.517
H 1.696 -2.017 1.476
H 1.745 -1.674 3.246
H -0.472 0.981 -2.305
H -1.233 -2.056 0.873
```

Properties
gap between HOMO and LUMO (alpha / beta) = 8.4 / 8.5 eV
HOMO (alpha / beta) = -9.2 / -9.2 eV
E_LUMO (alpha / beta) = -0.74 / -0.74 eV
energy relative to the best compared isomer or geometry (same formula, charge and spin) = 689.6 kJ/mol

11.
Density functional theory data (the ωB97M-V functional and the def2-TZVPD basis) for C10H17NOPb as an isolated structure.

Structure (XYZ):
```
30
Properties=species:S:1:pos:R:3
C 0.638 0.485 -3.902
C -0.740 -0.011 -3.920
C -0.711 -1.365 -3.564
C 0.657 -1.749 -3.264
C 1.486 -0.613 -3.579
Pb 0.432 -0.296 -0.359
N 0.037 1.888 0.473
C -1.310 2.947 0.577
C -2.433 2.359 -0.174
H -1.568 -2.045 -3.490
H -1.591 0.564 -4.276
H 1.014 -2.722 -2.984
H 2.554 -0.556 -3.423
H 0.936 1.500 -4.106
H -2.262 2.389 -1.281
H -1.215 4.022 0.227
H 0.847 2.285 0.857
H -3.245 1.678 0.275
H -1.286 2.833 1.676
C -0.183 -1.856 3.708
C 0.395 -0.951 2.605
C 1.860 -0.759 2.881
O -0.024 -1.508 1.405
H 0.254 -2.922 3.554
H -1.283 -2.011 3.625
H 0.070 -1.569 4.785
H -0.072 0.030 2.651
H 2.514 -1.587 2.644
H 2.248 0.106 2.431
H 1.980 -0.566 3.950
```

Properties
gap between HOMO and LUMO = 3.6 eV
HOMO = 1.8 eV
E_LUMO = 5.39 eV
energy relative to the best compared isomer or geometry (same formula, charge and spin) = 155.4 kJ/mol
charge = -2

12.
Density functional theory data (the ωB97M-V functional and the def2-TZVPD basis) for a 2-piece molecular cluster, C10H17NOS overall.

Structure (XYZ):
```
30
Properties=species:S:1:pos:R:3
C 2.877 1.750 1.071
C 1.044 2.004 -1.872
C 2.360 -0.572 0.357
C 1.614 -1.472 -0.272
C 2.219 0.832 0.396
C -3.536 0.859 0.147
C -3.448 -0.187 1.315
C -2.457 0.343 -0.824
C -2.339 -1.122 0.851
C 1.791 -2.871 -0.040
N -1.834 -0.828 -0.254
O 0.240 2.617 0.570
S 0.559 1.420 -0.234
H 2.401 2.729 1.224
H 3.809 1.590 1.581
H 1.670 1.140 -2.258
H 0.225 2.086 -2.584
H 2.928 -0.875 1.228
H 0.785 -1.299 -1.071
H -4.601 0.811 -0.135
H -3.217 1.869 0.654
H -3.153 0.262 2.204
H -4.456 -0.680 1.426
H -2.912 0.037 -1.772
H -1.555 1.038 -0.983
H -1.947 -1.989 1.405
H 1.630 2.956 -1.854
H 0.762 -3.185 0.047
H 2.348 -3.204 0.877
H 2.200 -3.341 -0.971
```

Properties
gap between HOMO and LUMO = 9.4 eV
HOMO = -8.5 eV
E_LUMO = 0.89 eV
energy relative to the best compared isomer or geometry (same formula, charge and spin) = 352.1 kJ/mol

no.,calculated total energy (Eh)
1,-1837.268849
2,-2215.831899
3,-2846.469472
4,-1142.260803
5,-1784.591191
6,-555.444272
7,-856.486010
8,-1007.035194
9,-609.776358
10,-1069.694670
11,-713.823845
12,-919.272226